# 1
# C3H7O2S

A cluster of 2 separate species, C3H7O2S in total (ωB97M-V/def2-TZVPD, the OMol25 dataset).

```
13
Properties=species:S:1:pos:R:3:forces:R:3:lowdin_charge:R:1
C 1.8657 -0.9761 0.3506 0.21 0.91 3.04 -0.305
S 1.5694 0.1878 1.9206 -0.32 -0.62 -1.80 0.621
C 0.4142 1.3664 1.0897 0.57 -0.18 -0.27 -0.446
H 1.6080 -1.9828 0.6845 -0.19 0.18 -0.38 0.011
H 2.9516 -0.8948 0.2611 -0.38 0.01 -0.81 0.002
H 1.1961 -0.5432 -0.3765 0.27 -0.32 -0.48 0.010
H 0.5668 1.2923 0.0049 0.14 0.24 0.35 0.023
H -0.6241 1.0900 1.2114 -0.18 0.03 0.33 0.007
H 0.6625 2.3802 1.4273 -0.27 -0.28 -0.03 0.015
O -2.3111 -0.1117 -2.8567 0.30 -0.04 0.75 -0.148
C -2.5128 -0.4629 -1.6738 -1.18 -0.48 0.07 -0.717
O -2.0849 -0.0866 -0.5649 1.05 0.75 -0.04 -0.149
H -3.3014 -1.2584 -1.4783 -0.03 -0.20 -0.74 0.077
```
Forces are in eV/Å.

energy relative to the best compared isomer or geometry (same formula, charge and spin): 25.9 kcal per mole
HOMO-LUMO gap: 0.258 Ha
net charge: -1
LUMO level: 3.161 eV
E_HOMO: -3.8 eV
multiplicity: 1


# 2
# C2H6N2O

A structure of composition C2H6N2O (ωB97M-V/def2-TZVPD, the OMol25 dataset).

```
11
Properties=species:S:1:pos:R:3:forces:R:3:lowdin_charge:R:1
C -0.9041 1.1261 -0.0982 1.31 -0.54 -0.44 -0.092
C -1.0207 -0.4655 -0.1907 0.43 1.94 1.60 -0.533
H 0.3226 1.4444 -0.7261 -4.46 -0.70 2.18 0.161
H -1.9025 1.4135 -0.6541 2.20 0.32 1.48 0.079
H -0.8364 1.3621 1.1626 -0.33 -0.41 -3.98 0.133
H 0.3192 -2.1035 0.6976 -0.25 3.17 -3.67 0.258
H 1.8989 0.1119 0.9366 -2.36 -1.77 -3.08 0.162
H 2.4077 -0.5474 -0.7133 -3.95 0.64 2.33 0.166
N 0.3517 -1.0233 -0.3019 -1.42 -4.72 4.55 -0.141
N 1.4613 -0.2682 -0.0679 5.36 1.43 -0.18 -0.208
O -2.0977 -1.0500 -0.0447 3.48 0.65 -0.79 0.014
```
Forces are in eV/Å.

energy relative to the best compared isomer or geometry (same formula, charge and spin): 155.0 kcal per mole
HOMO-LUMO gap: 0.345 Ha
LUMO level: 0.230 eV
E_HOMO: -9.2 eV
multiplicity: 1


# 3
# H10O5

A cluster of 5 separate species, H10O5 in total (ωB97M-V/def2-TZVPD, the OMol25 dataset).

```
15
Properties=species:S:1:pos:R:3:forces:R:3:lowdin_charge:R:1
O -1.2141 2.0171 0.2951 0.09 -0.15 -0.15 -0.031
H -1.7282 2.5806 0.8733 -0.22 0.03 0.30 0.065
H -0.8844 2.6063 -0.3833 0.25 0.18 -0.22 0.063
O 1.0982 -3.1917 -1.4205 0.04 -0.31 -0.09 -0.056
H 1.1880 -2.3808 -0.9200 -0.34 0.46 0.24 -0.011
H 1.9329 -3.2839 -1.8798 0.16 -0.09 -0.15 0.022
O 2.6425 0.0460 2.0160 -0.30 0.16 -0.05 -0.040
H 3.0877 -0.7169 2.3846 0.06 -0.25 0.16 0.045
H 3.0951 0.2116 1.1890 0.23 0.12 -0.23 0.040
O 0.2448 -0.5965 0.1095 0.23 -0.38 -0.34 -0.040
H 0.8899 -0.2810 0.7424 0.22 0.08 0.48 -0.004
H -0.4342 0.0781 0.1024 -0.23 0.19 0.04 -0.004
O -3.4238 0.6025 -0.9782 -0.31 -0.28 -0.11 -0.053
H -2.5653 0.9801 -0.7868 0.31 0.14 0.24 -0.023
H -3.9292 1.3285 -1.3436 -0.18 0.10 -0.12 0.027
```
Forces are in eV/Å.

energy relative to the best compared isomer or geometry (same formula, charge and spin): 23.4 kcal per mole
HOMO-LUMO gap: 0.405 Ha
LUMO level: 0.216 eV
SMILES: O.O.O.O.O
E_HOMO: -10.8 eV
multiplicity: 1


# 4
# C9H14

A cluster of 2 separate species, C9H14 in total (ωB97M-V/def2-TZVPD, the OMol25 dataset).

```
23
Properties=species:S:1:pos:R:3:forces:R:3:lowdin_spin:R:1
C 2.7123 1.5037 -1.6879 1.06 0.41 0.91 0.016
C 1.4411 0.9904 -2.3507 0.55 -0.50 -0.02 0.010
H 3.6200 1.4630 -2.3019 -0.14 -0.15 -0.11 0.003
H 2.6188 2.5486 -1.3720 -0.11 0.07 -0.33 0.001
H 2.9726 1.0331 -0.7179 -0.41 -0.24 -0.62 0.006
H 0.6955 1.7492 -2.1755 -0.62 -0.45 0.10 0.003
H 1.1759 -0.0082 -1.9410 -0.27 0.87 -0.24 0.004
H 1.5417 0.9018 -3.4370 0.19 -0.05 0.03 0.000
C -0.7430 -2.6431 1.7619 1.33 0.35 0.05 0.052
C -1.7763 -0.9646 0.2491 1.07 0.43 0.17 0.186
C -0.7053 -1.2212 1.2242 -1.12 -1.65 0.15 0.210
C -1.7283 0.2367 -0.4165 -1.53 0.40 -0.60 0.048
C -0.8052 1.2362 -0.1793 -0.75 -0.32 -0.24 0.173
C 0.2807 -0.2592 1.4519 -0.99 -0.28 -0.10 0.032
C 0.1873 0.9548 0.7845 1.74 1.41 0.89 0.169
H -2.6706 -1.5625 0.1024 0.32 -0.38 0.30 0.028
H -2.5906 0.3907 -1.0860 0.49 0.32 -0.05 -0.003
H -1.7268 -3.0615 1.9744 -0.24 0.45 0.32 0.006
H -0.0668 -2.7613 2.6110 -0.26 0.06 0.47 0.000
H -0.8344 2.1590 -0.7394 0.01 0.11 0.09 0.016
H 1.0691 -0.3919 2.2029 -0.30 -0.14 -0.24 -0.002
H 0.8162 1.8017 1.1293 -0.13 -0.65 -0.28 0.017
H -0.3276 -3.3830 1.0687 0.10 -0.06 -0.67 0.026
```
Forces are in eV/Å.

expectation value of S²: 0.761
energy relative to the best compared isomer or geometry (same formula, charge and spin): 15.3 kcal per mole
HOMO-LUMO gap (spin up / spin down): 0.113 / 0.262 Ha
net charge: -1
LUMO level (spin up / spin down): 4.026 / 3.887 eV
E_HOMO (spin up / spin down): 1.0 / -3.2 eV
multiplicity: 2


# 5
# H18HeO9

A structure of composition H18HeO9 (ωB97M-V/def2-TZVPD, the OMol25 dataset).

```
28
Properties=species:S:1:pos:R:3:forces:R:3:lowdin_charge:R:1
He -12.6614 6.8695 14.0621 -0.06 -0.02 0.04 0.157
O -10.8674 8.2470 16.9596 -0.21 -0.03 0.25 -0.031
H -10.3194 8.2833 16.1756 0.14 0.11 -0.53 0.025
H -10.3507 7.7459 17.5905 0.07 -0.12 0.23 0.053
O -13.6229 9.0102 16.9223 -0.37 0.18 0.08 -0.036
H -13.7492 9.5282 17.7172 -0.05 0.27 0.21 0.066
H -12.7658 8.5997 17.0371 0.80 -0.20 -0.15 0.008
O -15.9389 7.7952 16.6422 -0.99 -0.48 -0.39 -0.060
H -15.0500 8.0380 16.9013 0.84 0.47 0.02 -0.026
H -15.9398 6.8380 16.6556 -0.18 -0.28 0.10 0.044
O -13.2301 8.1537 10.3839 -0.17 -0.11 0.01 -0.050
H -12.3751 7.8249 10.1063 0.17 -0.14 -0.13 0.026
H -13.0438 9.0082 10.7730 0.00 0.28 0.18 0.023
O -12.7479 9.6861 13.9472 0.85 0.09 -0.29 -0.069
H -13.6311 9.3238 13.8766 -0.89 -0.43 0.06 -0.014
H -12.8581 10.4900 14.4548 0.03 0.12 0.20 0.052
O -10.2472 8.3144 13.8729 0.64 -0.44 0.29 -0.068
H -10.1206 8.2951 12.9243 0.17 0.22 -0.27 0.056
H -11.1519 8.6048 13.9884 -0.95 0.58 0.03 -0.026
O -9.9095 5.6108 13.2966 -0.01 -0.58 -0.38 -0.062
H -10.1156 6.4702 13.6645 -0.07 0.69 0.35 -0.037
H -9.8799 5.0264 14.0541 0.07 -0.23 0.09 0.037
O -15.4870 8.7438 13.9479 0.29 0.31 -0.54 -0.048
H -15.8671 8.3158 13.1807 -0.01 -0.03 -0.34 0.052
H -15.7274 8.1783 14.6819 -0.13 -0.11 0.91 0.002
O -12.7576 4.6278 12.2183 -0.42 -0.16 -0.21 -0.079
H -12.6073 4.3067 13.1074 0.10 -0.04 0.14 0.013
H -12.0636 5.2713 12.0750 0.33 0.10 0.08 -0.008
```
Forces are in eV/Å.

energy relative to the best compared isomer or geometry (same formula, charge and spin): 0.1 kcal per mole
HOMO-LUMO gap: 0.412 Ha
LUMO level: 0.223 eV
E_HOMO: -11.0 eV
multiplicity: 1


# 6
# C23H23AsBrFN2O3Pd

A structure of composition C23H23AsBrFN2O3Pd (ωB97M-V/def2-TZVPD, the OMol25 dataset).

```
55
Properties=species:S:1:pos:R:3:forces:R:3:lowdin_charge:R:1
Pd -0.1804 0.2516 0.3392 0.25 -0.26 0.00 0.881
N 4.0653 0.1927 1.0342 -0.06 0.00 -0.02 0.112
C 2.7547 -0.1819 1.1450 -0.15 0.01 0.02 -0.122
N 1.9783 0.4798 0.3372 0.35 0.06 0.01 0.039
C 2.8063 1.3634 -0.3473 -0.20 -0.04 0.02 -0.198
C 2.4751 2.3208 -1.3005 0.03 -0.01 0.01 0.005
C 3.5082 3.0761 -1.8199 0.02 -0.04 0.05 -0.085
C 4.8362 2.8882 -1.3995 -0.01 0.06 -0.06 -0.123
C 5.1723 1.9466 -0.4438 -0.03 -0.04 0.02 -0.054
C 4.1250 1.1895 0.0774 0.13 0.06 -0.03 -0.208
H 4.8203 -0.1754 1.5801 0.01 0.00 0.00 0.143
H 2.3918 -0.9246 1.8462 0.03 -0.05 -0.02 0.104
H 1.4363 2.4564 -1.5628 0.00 -0.01 0.00 0.054
H 3.2841 3.8401 -2.5538 0.01 0.00 0.00 0.095
H 5.6163 3.5063 -1.8293 0.01 -0.01 0.01 0.085
H 6.1967 1.8134 -0.1174 0.01 0.00 0.01 0.091
C -0.2770 4.1053 -2.2680 -0.06 0.04 -0.12 -0.380
As -1.4494 2.8282 -1.2860 0.04 0.22 0.54 0.945
C -0.8951 1.3032 -2.6884 0.17 -0.09 -0.04 -0.394
C -1.6173 4.6953 0.1888 0.08 -0.27 0.03 -0.347
O -0.3324 2.1744 -0.0082 -0.35 0.34 -0.34 -0.763
H -0.9338 4.8992 -2.6325 0.05 0.03 -0.05 -0.004
H 0.2519 3.6362 -3.1027 -0.02 0.06 -0.05 -0.008
H 0.4228 4.5530 -1.5640 0.08 -0.03 0.00 -0.005
H -1.3338 1.6333 -3.6413 0.00 0.00 -0.01 -0.040
H -1.3469 0.3495 -2.4006 -0.07 0.01 0.01 -0.051
H 0.1822 1.1407 -2.8316 0.03 -0.03 -0.03 -0.043
H -2.2230 5.5082 -0.2434 -0.02 -0.03 -0.05 -0.078
H -0.6201 5.0790 0.4485 0.00 0.02 0.01 -0.071
H -2.0946 4.3394 1.1119 -0.06 0.03 -0.01 -0.082
F -6.2245 -0.3746 1.1300 0.01 0.00 0.00 -0.016
C -4.8683 -0.2335 0.9379 -0.05 0.04 0.03 -0.311
C -4.2603 0.9459 1.3103 0.02 -0.03 -0.02 -0.042
C -2.8900 1.0793 1.1048 -0.07 -0.07 0.02 -0.146
C -2.1232 0.0467 0.5500 -0.19 0.08 -0.04 -0.284
C -2.7938 -1.1255 0.1909 -0.02 0.07 0.05 -0.121
C -4.1681 -1.2757 0.3757 0.04 -0.05 -0.01 -0.055
H -4.8523 1.7515 1.7272 0.00 0.01 0.01 0.103
H -2.4048 2.0142 1.3578 0.01 -0.02 -0.01 0.060
H -2.2335 -1.9469 -0.2398 -0.01 0.01 0.00 0.070
H -4.6873 -2.1848 0.0939 0.00 0.01 -0.01 0.097
Br 0.2911 -7.5349 3.5627 0.01 -0.07 0.06 0.662
C -0.0152 -6.2916 2.1502 -0.03 0.16 -0.15 -0.687
C -0.5425 -6.7533 0.9549 -0.01 -0.11 0.03 -0.159
C -0.7635 -5.8457 -0.0722 0.01 0.09 0.01 -0.085
C -0.4615 -4.5018 0.1008 -0.01 -0.06 0.07 -0.022
C 0.0699 -4.0582 1.3050 0.10 0.25 0.10 -0.105
C 0.2949 -4.9577 2.3407 0.01 -0.09 -0.04 -0.075
C 0.4190 -2.5723 1.5183 -0.08 -0.33 -0.02 -0.612
O 0.9835 -2.2718 2.5799 0.01 0.04 -0.05 -0.027
O 0.0930 -1.8458 0.5446 -0.04 0.07 0.07 -0.141
H -0.7792 -7.8023 0.8346 0.00 0.01 -0.01 0.086
H -1.1786 -6.1887 -1.0121 0.00 -0.03 0.01 0.097
H -0.6348 -3.7745 -0.6806 0.02 0.00 0.00 0.112
H 0.7105 -4.5862 3.2671 0.00 0.01 0.00 0.106
```
Forces are in eV/Å.

energy relative to the best compared isomer or geometry (same formula, charge and spin): 65.4 kcal per mole
HOMO-LUMO gap: 0.104 Ha
net charge: -2
LUMO level: 3.642 eV
E_HOMO: 0.8 eV
multiplicity: 1


# 7
# C32H28F3N7O4PW

A structure of composition C32H28F3N7O4PW (ωB97M-V/def2-TZVPD, the OMol25 dataset).

```
76
Properties=species:S:1:pos:R:3:forces:R:3:lowdin_spin:R:1
W 0.0617 0.7594 0.3416 0.58 -0.39 0.13 1.531
O 1.5702 0.3156 5.6608 -0.03 0.02 0.07 0.000
C 0.5108 1.1434 5.6640 0.06 -0.02 0.03 -0.001
C -0.0151 1.5000 6.9061 -0.01 0.01 0.00 0.000
C -1.0978 2.3490 6.9858 0.00 0.00 0.00 -0.001
C -1.6877 2.8666 5.8316 0.01 -0.01 0.00 0.000
C -1.1757 2.5162 4.6033 -0.01 0.00 -0.01 0.000
C -0.0782 1.6515 4.4932 0.03 0.03 0.00 0.000
C 0.4006 1.2825 3.1591 0.02 -0.06 0.04 0.001
O -0.2277 1.7576 2.1212 -0.14 0.12 -0.06 0.023
N 1.4125 0.4607 3.0330 -0.06 0.07 -0.05 -0.005
N 1.6487 0.1598 1.6967 -0.14 -0.13 -0.03 0.000
C 2.5730 -0.7162 1.4748 -0.03 -0.12 -0.10 0.056
C 2.9670 -1.1627 0.1661 -0.07 0.12 0.02 0.008
C 3.8750 -2.2250 0.0451 -0.01 0.01 -0.05 0.007
C 4.3030 -2.6436 -1.1937 -0.01 0.01 -0.03 0.001
C 3.8343 -1.9857 -2.3351 0.03 -0.05 0.02 0.012
C 2.9480 -0.9319 -2.2409 -0.04 -0.01 0.08 0.000
C 2.4954 -0.5041 -0.9876 0.10 -0.15 -0.02 0.020
O 1.6869 0.5380 -0.9009 -0.16 0.20 0.13 0.083
H 1.8561 0.1825 4.7348 -0.01 -0.03 -0.04 0.000
H 0.4553 1.0980 7.7930 0.00 0.00 0.00 0.000
H -1.4892 2.6180 7.9583 0.00 0.00 0.00 0.000
H -2.5329 3.5366 5.9020 0.00 0.00 0.00 0.000
H -1.6107 2.9066 3.6935 0.00 0.00 -0.01 0.000
H 3.0549 -1.1715 2.3383 0.07 0.17 0.03 0.002
H 4.2399 -2.7108 0.9425 0.00 0.00 0.01 0.000
H 4.9987 -3.4657 -1.2831 0.00 0.00 -0.01 0.000
H 4.1694 -2.3081 -3.3129 0.01 -0.01 0.00 0.001
H 2.5744 -0.4327 -3.1254 0.01 0.00 -0.01 0.000
N -1.9900 -2.0950 2.8998 -0.03 0.00 0.02 0.004
C -0.8182 -1.7185 2.3901 0.01 0.01 -0.05 0.008
N -1.0348 -0.7163 1.5624 0.00 -0.03 0.08 0.008
C -2.3836 -0.5182 1.6209 -0.02 0.06 -0.03 0.005
N -2.9995 -1.3396 2.4277 0.03 -0.02 -0.03 0.000
C -2.9808 0.5506 0.8230 0.01 -0.08 0.03 0.005
C -4.3440 0.7828 0.7396 0.02 0.07 -0.04 -0.001
N -4.8327 1.7522 -0.0242 -0.05 -0.04 0.04 0.005
C -3.9626 2.4893 -0.6992 0.09 0.05 -0.05 -0.001
C -2.5919 2.2767 -0.6234 -0.09 -0.01 0.06 0.008
N -2.1071 1.3030 0.1389 0.01 0.05 0.00 0.008
H -2.1773 -2.8283 3.5656 0.00 0.00 0.00 0.000
H 0.1309 -2.1687 2.6260 0.00 0.00 0.00 0.000
H -5.0397 0.1711 1.2993 0.00 -0.01 0.00 0.000
H -4.3559 3.2795 -1.3260 -0.02 -0.01 0.01 0.000
H -1.8773 2.8834 -1.1584 0.01 -0.01 -0.01 0.001
F -3.1570 -5.7843 -6.0366 -0.03 0.01 -0.01 0.000
C -1.8830 -5.7176 -5.6278 0.00 0.00 0.00 0.001
F -1.1151 -5.5817 -6.7238 0.02 0.01 -0.02 0.001
F -1.5742 -6.9100 -5.0863 0.01 -0.03 0.02 0.001
C -1.6504 -4.5972 -4.6531 0.00 0.00 0.01 0.012
C -0.3533 -4.3611 -4.2124 0.00 0.01 0.00 -0.002
C -0.1067 -3.3429 -3.3127 0.00 -0.02 -0.02 0.013
C -1.1589 -2.5513 -2.8393 0.02 0.03 -0.02 0.009
C -2.4550 -2.7995 -3.2885 -0.01 0.01 0.00 0.014
C -2.7006 -3.8195 -4.1938 0.00 -0.01 0.00 -0.002
C -0.8853 -1.4995 -1.9045 -0.01 -0.09 0.04 0.084
C -0.5875 -0.6423 -1.0954 -0.10 0.19 -0.13 0.001
H 0.4605 -4.9737 -4.5783 0.00 0.00 0.00 0.000
H 0.9003 -3.1480 -2.9664 -0.02 0.00 0.01 0.001
H -3.2696 -2.1862 -2.9274 0.00 0.00 0.00 0.001
H -3.7057 -4.0084 -4.5429 0.00 0.00 0.00 0.000
C 1.1818 5.0996 -1.2454 0.03 0.04 -0.01 0.000
P 1.4562 3.3331 -1.3022 -0.06 -0.03 0.09 0.012
C 3.1531 3.0538 -0.7933 0.04 -0.02 0.01 0.003
C 1.2393 2.8018 -2.9951 0.02 -0.01 -0.05 0.002
O 0.4159 2.6957 -0.3699 -0.02 0.03 -0.14 0.061
H 1.8377 5.6050 -1.9551 0.00 0.01 0.01 0.000
H 1.3886 5.4666 -0.2402 0.00 -0.01 0.00 0.000
H 0.1449 5.3211 -1.4956 0.00 -0.01 -0.01 0.000
H 3.7557 3.9359 -1.0110 0.00 0.00 -0.01 0.001
H 3.5690 2.1866 -1.3004 -0.01 0.00 0.01 0.000
H 3.1650 2.8678 0.2812 0.00 0.03 0.00 0.000
H 2.0785 3.1300 -3.6097 0.00 0.02 0.01 0.000
H 0.3191 3.2238 -3.3997 -0.01 -0.01 0.01 0.000
H 1.1804 1.7144 -3.0018 -0.01 0.01 -0.01 0.000
```
Forces are in eV/Å.

expectation value of S²: 2.022
energy relative to the best compared isomer or geometry (same formula, charge and spin): 4.2 kcal per mole
HOMO-LUMO gap (spin up / spin down): 0.234 / 0.260 Ha
net charge: +1
LUMO level (spin up / spin down): -3.466 / -3.551 eV
E_HOMO (spin up / spin down): -9.8 / -10.6 eV
multiplicity: 3


# 8
# C4H11BClO2S

The ion C4H11BClO2S with charge -1 (ωB97M-V/def2-TZVPD, the OMol25 dataset).

```
20
Properties=species:S:1:pos:R:3:forces:R:3:lowdin_charge:R:1
B -0.7310 -2.2621 1.8644 0.04 0.02 0.02 -0.499
C 0.2799 -1.2226 1.0797 0.01 -0.02 0.02 -0.327
C -0.1747 -0.9140 -0.3442 0.04 -0.03 -0.03 -0.275
C 0.6904 0.0919 -1.1146 0.05 -0.01 -0.04 -0.248
C 0.7718 1.4768 -0.4830 -0.05 0.04 0.05 -0.306
S -0.5044 2.6121 -0.9568 -0.07 0.04 -0.05 0.364
O -1.8000 2.0184 -0.9693 0.10 0.05 0.02 -0.322
O -0.2763 3.8768 -0.3279 -0.05 -0.10 0.00 -0.357
Cl -0.0086 2.9147 -2.9615 0.01 -0.01 -0.02 0.316
H -0.1821 -2.7152 2.8733 -0.02 0.01 0.00 -0.029
H -1.7628 -1.6720 2.2009 -0.02 0.00 -0.05 -0.021
H -1.0281 -3.1942 1.1072 0.02 -0.03 0.01 -0.019
H 1.3006 -1.6360 1.0378 0.00 0.03 -0.06 0.072
H 0.3596 -0.2926 1.6643 0.00 0.00 0.02 0.058
H -1.2217 -0.5948 -0.3485 0.03 0.07 0.04 0.101
H -0.1465 -1.8493 -0.9124 -0.08 0.01 0.01 0.102
H 0.3758 0.1917 -2.1589 0.00 -0.03 0.03 0.084
H 1.7190 -0.2828 -1.1367 -0.02 0.00 -0.01 0.111
H 0.6560 1.4251 0.6035 0.02 0.00 0.01 0.100
H 1.6831 2.0282 -0.7174 0.00 -0.04 0.04 0.096
```
Forces are in eV/Å.

HOMO-LUMO gap: 0.273 Ha
net charge: -1
LUMO level: 2.653 eV
E_HOMO: -4.8 eV
multiplicity: 1


- Number 1 is which compound?
  C3H7O2S


- Look up the multiplicity of the fourth one.
  2